A cluster of 8 separate species, C31H75N3O8 in total in a non-equilibrium geometry, computed with wB97M-V/def2-TZVPD.

```
117
Properties=species:S:1:pos:R:3:forces:R:3:lowdin_charge:R:1
C -6.32459 -18.15533 2.69971 -0.1 -0.2 1.5 -0.045
C -5.44820 -17.54117 1.65334 -0.2 1.5 -1.2 -0.502
C -5.75355 -18.29531 0.33935 1.7 0.8 -0.2 -0.027
C -5.91459 -16.05571 1.50425 0.9 -0.7 -0.4 -0.138
C -5.42241 -15.15279 2.61560 -0.2 1.4 0.9 -0.183
C -3.89800 -15.27392 2.80239 -1.0 1.5 -0.3 -0.156
C -3.39592 -16.66618 2.98273 0.5 -0.1 0.2 -0.524
C -1.87468 -16.71468 2.80837 0.2 -0.2 0.6 -0.029
C -3.77492 -17.18536 4.37253 0.9 -0.5 0.1 -0.027
N -3.97133 -17.45643 1.84836 -0.6 0.7 0.2 -0.092
O -3.39401 -18.70379 1.82595 0.1 -1.7 0.8 -0.046
H -7.33690 -18.34060 2.32752 0.2 0.0 0.0 0.091
H -5.93402 -19.07596 3.11801 0.1 -0.5 -0.1 0.075
H -6.41592 -17.48792 3.55284 -0.2 0.0 0.2 0.062
H -5.34937 -17.69927 -0.52368 -0.4 -0.7 0.6 0.100
H -5.23329 -19.26395 0.38337 -0.4 0.2 -0.2 0.082
H -6.82136 -18.41727 0.25509 -0.3 -0.1 -0.2 0.072
H -5.57021 -15.68786 0.53469 0.4 0.1 0.1 0.118
H -6.97183 -16.06182 1.38434 -1.1 0.0 0.3 0.106
H -5.60934 -14.06897 2.36396 0.0 -1.0 0.0 0.123
H -5.94511 -15.25098 3.60355 0.2 -0.4 -0.8 0.107
H -3.60445 -14.55414 3.59413 0.2 -0.7 -0.2 0.136
H -3.50590 -14.89116 1.86664 0.5 0.1 -0.2 0.117
H -1.57241 -17.71865 3.13773 0.3 0.2 -0.8 0.082
H -1.29063 -16.04651 3.45670 -0.7 0.2 0.1 0.088
H -1.61561 -16.43155 1.78819 0.1 -0.6 -0.1 0.091
H -4.78444 -16.86741 4.54042 -0.4 -0.1 0.7 0.037
H -3.08312 -16.85276 5.18246 -0.6 0.3 -0.7 0.108
H -3.67529 -18.27691 4.44129 -0.3 0.0 -0.1 0.067
H -3.60820 -19.14844 2.68705 0.2 0.3 -0.7 0.094
C -8.96470 -17.43175 9.15866 -0.2 -0.7 -2.5 -0.011
C -8.29027 -17.73253 7.76109 1.0 2.8 -0.3 -0.460
C -9.27818 -18.43003 6.78265 0.2 0.8 2.5 -0.026
C -7.94376 -16.26038 7.14747 -1.3 -1.5 0.4 -0.134
C -6.76493 -15.60151 7.79166 0.2 -1.6 1.7 -0.182
C -5.51617 -16.50867 7.70955 0.0 -0.6 -0.7 -0.101
C -5.73158 -17.92871 8.38279 -0.7 0.7 -1.2 -0.480
C -4.57576 -18.91794 7.98797 -1.7 0.1 0.5 -0.018
C -5.75313 -17.74782 9.89585 0.9 0.6 -1.8 -0.009
N -6.98341 -18.39250 7.75530 0.1 -2.2 0.1 -0.058
O -7.15301 -19.77862 8.17050 -0.4 0.4 -1.1 -0.058
H -9.05851 -18.34988 9.71012 -0.4 -0.2 0.5 0.078
H -8.40573 -16.70112 9.67928 0.5 0.6 0.7 0.038
H -9.92069 -16.96988 8.86245 0.1 -0.4 0.6 0.088
H -10.13433 -17.73551 6.81373 0.1 -0.4 -0.7 0.085
H -8.82487 -18.58086 5.81446 -0.1 -0.1 -0.2 0.072
H -9.60691 -19.33409 7.30693 0.1 -0.2 -0.7 0.081
H -7.83898 -16.34651 6.07728 0.4 -0.2 -0.5 0.101
H -8.83334 -15.63844 7.26479 -0.1 0.0 0.2 0.113
H -6.65779 -14.60544 7.42601 0.6 0.7 -0.4 0.103
H -6.97187 -15.50346 8.88119 0.0 0.3 -0.6 0.105
H -4.70344 -16.03107 8.25219 0.3 0.1 -0.3 0.111
H -5.25776 -16.67795 6.62445 0.0 0.2 1.2 0.107
H -4.67087 -19.09951 6.91898 0.4 0.1 -0.1 0.070
H -4.63640 -19.92193 8.49725 0.1 1.2 -0.3 0.102
H -3.67849 -18.39547 8.27355 0.7 -0.1 -0.2 0.082
H -5.74352 -18.64558 10.44555 -0.2 -1.0 0.8 0.079
H -6.50533 -17.06313 10.14048 -1.2 0.6 0.8 0.044
H -4.84003 -17.20496 10.02398 0.8 0.1 0.8 0.085
H -7.02332 -19.84092 9.11310 0.0 -0.1 0.9 0.073
C -9.72285 -21.40375 4.08764 1.5 0.6 0.2 -0.060
C -10.93428 -22.10416 3.52869 -0.3 0.5 1.1 -0.511
C -11.55160 -22.94481 4.73374 -1.0 -0.2 -3.8 0.016
C -11.91189 -21.04094 3.00839 0.0 0.1 -0.3 -0.136
C -12.98515 -21.63839 2.11066 -0.4 -0.5 -0.2 -0.185
C -12.41239 -22.45472 0.95332 1.8 -0.6 1.6 -0.113
C -11.44025 -23.54629 1.55595 -0.4 0.9 -2.9 -0.549
C -12.28641 -24.68085 2.09273 0.2 -0.3 -0.2 -0.035
C -10.62401 -24.11352 0.32962 -0.8 -0.5 -0.3 -0.040
N -10.47779 -22.85913 2.36462 0.1 -0.6 0.8 -0.095
O -9.48499 -23.79472 2.74914 0.7 0.3 0.0 -0.030
H -8.96722 -22.12232 4.46836 -0.8 0.3 0.4 0.087
H -9.12343 -20.92583 3.29834 -0.5 0.2 -0.1 0.086
H -10.00800 -20.61593 4.82455 0.3 -0.8 -0.3 0.086
H -11.32099 -22.50260 5.64837 0.6 0.4 1.5 0.057
H -12.64235 -22.97877 4.58997 0.2 -0.1 0.3 0.074
H -11.19020 -23.95118 4.55026 0.1 -0.2 0.9 0.065
H -12.46880 -20.60651 3.85258 0.6 0.2 -0.1 0.126
H -11.34362 -20.24273 2.47033 -0.4 -0.5 0.4 0.134
H -13.64876 -22.23269 2.75743 0.1 -0.1 -0.3 0.102
H -13.59345 -20.84045 1.73508 -0.5 0.5 -0.3 0.100
H -11.79191 -21.81450 0.34394 0.2 0.4 -0.3 0.112
H -13.04749 -23.00778 0.29335 -1.0 0.0 -0.2 0.106
H -11.60736 -25.36441 2.60856 -0.5 -0.4 0.2 0.077
H -12.64121 -25.17110 1.16464 -0.1 -0.1 0.8 0.094
H -13.14000 -24.38230 2.71801 0.4 -0.2 -0.1 0.083
H -9.96373 -25.00749 0.60899 -0.9 1.4 -0.5 0.101
H -10.05380 -23.28322 -0.13934 0.0 -0.7 0.5 0.089
H -11.40186 -24.42465 -0.44349 1.1 0.1 0.9 0.092
H -9.89917 -24.56721 3.15343 -0.3 0.0 0.1 0.075
C -1.75542 -20.20929 6.42400 -0.3 0.8 -0.6 -0.132
O -2.39692 -20.56056 5.21019 0.0 0.1 -0.7 -0.156
H -0.92653 -20.85904 6.73386 -0.1 0.2 -0.4 0.088
H -1.42740 -19.17699 6.16451 0.2 -0.6 1.0 0.092
H -2.51466 -20.20552 7.20319 0.3 0.2 0.3 0.046
H -2.48152 -21.49862 5.06055 0.1 -0.7 0.1 0.045
C -7.71081 -23.28134 8.93402 0.4 0.1 -0.1 -0.151
O -6.84633 -22.39872 9.63727 1.1 0.1 0.5 -0.144
H -8.72535 -23.10058 9.27830 -0.1 0.6 -0.4 0.078
H -7.53301 -23.12090 7.86447 -0.6 -0.3 0.1 0.066
H -7.59222 -24.32401 9.19918 0.6 -0.4 0.0 0.069
H -5.88735 -22.59546 9.48703 -1.3 -0.2 -0.1 0.078
C -5.70459 -21.40998 5.46528 -0.7 -0.6 -1.4 -0.153
O -5.93268 -21.89790 6.75182 0.0 0.1 0.8 -0.153
H -6.58708 -20.86980 5.08409 0.5 0.6 0.3 0.085
H -4.75103 -20.88615 5.38135 -0.2 0.3 -0.1 0.057
H -5.71833 -22.26071 4.76712 0.4 -0.1 0.3 0.087
H -6.26521 -21.13999 7.27930 0.0 -0.3 0.1 0.046
C -2.36529 -22.46524 2.32751 1.0 0.2 -0.3 -0.160
O -3.22085 -22.75151 3.39087 -0.6 -0.5 1.8 -0.137
H -2.33032 -21.39955 2.15764 0.1 0.3 -0.4 0.066
H -1.29689 -22.79725 2.49958 -1.3 0.2 0.4 0.102
H -2.70296 -23.00985 1.45946 -0.1 0.1 -0.6 0.071
H -3.95459 -22.13061 3.57037 0.9 -0.3 -0.8 0.061
O -3.82334 -23.45542 8.24798 -0.9 0.8 -0.5 -0.069
H -3.88360 -24.38328 8.03781 0.1 -0.5 0.0 0.028
H -4.51065 -23.05251 7.66005 0.6 -0.1 0.4 0.017
```
Positions in Å, forces in eV/Å.

SMILES	CC1(C)CCCC(C)(C)N1O.CC1(C)CCCC(C)(C)N1O.CC1(C)CCCC(C)(C)N1O.CO.CO.CO.CO.O
HOMO level	-8.6	eV
multiplicity	1
orbital gap	9.18	eV
energy	-1992.08216	hartree